No. 1
DFT (the ωB97M-V functional and the def2-TZVPD basis) results for a structure of composition C37H29BrN3O2PPt at a distorted geometry.

Values from the calculation:
**E_LUMO (alpha / beta)**: -5.32 / -9.27 eV
**E_HOMO (alpha / beta)**: -12.272 / -14.214 eV
**ΔE to the lowest compared entry with this formula, charge and spin**: 123.72 kJ/mol

```
! RIJCOSX wB97M-V def2-TZVPD def2/J DEFGRID3
* xyz 2 5
Pt 0.492 0.960 -0.190
N -1.990 0.113 1.332
P -1.992 0.946 -0.185
C -3.714 1.541 -0.272
C -4.718 0.577 -0.138
C -6.045 0.950 -0.241
C -6.377 2.276 -0.498
C -5.380 3.228 -0.646
C -4.045 2.866 -0.526
C -2.003 -0.378 -1.418
C -1.265 -1.646 -1.094
C -1.166 -2.571 -2.281
C -1.700 -2.266 -3.484
C -2.391 -1.053 -3.707
C -2.510 -0.126 -2.661
C -1.016 0.295 2.289
C -1.272 0.061 3.645
C -0.276 0.291 4.565
C 0.971 0.752 4.136
C 1.166 0.934 2.791
N 0.197 0.703 1.886
H -2.896 -0.129 1.709
H -4.460 -0.466 0.011
H -6.820 0.203 -0.134
H -7.416 2.562 -0.588
H -5.642 4.255 -0.863
H -3.271 3.615 -0.641
H -1.816 -2.181 -0.305
H -0.656 -3.511 -2.113
H -1.611 -2.971 -4.301
H -2.811 -0.837 -4.678
H -3.017 0.815 -2.845
H -2.250 -0.279 3.955
H -0.467 0.126 5.617
H 1.764 0.956 4.839
H 2.114 1.275 2.396
N 0.051 -1.279 -0.561
C 0.958 -2.061 -0.115
C 0.831 -3.523 0.059
C -0.200 -4.049 0.837
C -0.288 -5.417 1.036
C 0.632 -6.269 0.438
C 1.663 -5.743 -0.328
C 1.782 -4.375 -0.502
C 2.211 -1.406 0.311
C 2.857 -1.783 1.481
C 3.961 -1.066 1.924
C 4.440 0.011 1.188
C 3.831 0.358 -0.008
C 2.694 -0.322 -0.449
H -0.901 -3.382 1.326
H -1.070 -5.822 1.663
H 0.548 -7.338 0.576
H 2.389 -6.403 -0.784
H 2.601 -3.966 -1.081
H 2.484 -2.627 2.047
H 4.461 -1.364 2.835
H 5.305 0.562 1.534
H 4.258 1.135 -0.623
H 2.366 -0.209 -1.478
Br 4.715 5.754 1.247
C 3.652 4.809 0.005
C 4.194 4.433 -1.217
C 3.400 3.757 -2.132
C 2.101 3.423 -1.779
C 1.534 3.832 -0.572
C 2.326 4.524 0.329
C 1.237 2.567 -2.740
O 1.207 3.068 -3.864
O 0.665 1.550 -2.285
H 5.223 4.660 -1.459
H 3.798 3.471 -3.097
H 0.465 3.742 -0.388
H 1.913 4.864 1.269
*
```



No. 2
DFT (the ωB97M-V functional and the def2-TZVPD basis) results for the molecule C18H19ClN2O3S at a distorted geometry.

Values from the calculation:
**E_LUMO**: 0.45 eV
**SMILES**: O=C(NCc1ccccc1)[C@H]1CCCN1S(=O)(=O)c1ccc(Cl)cc1
**E_HOMO**: -9.271 eV
**ΔE to the lowest compared entry with this formula, charge and spin**: 79.05 kJ/mol

```
! RIJCOSX wB97M-V def2-TZVPD def2/J DEFGRID3
* xyz 0 1
O 2.024 1.827 -0.494
C 1.005 1.262 -0.833
N -0.016 0.979 -0.009
H -0.800 0.443 -0.363
C 0.025 1.256 1.416
C -1.352 1.605 1.907
C -2.314 0.607 2.008
C -3.596 0.910 2.427
C -3.929 2.215 2.753
C -2.976 3.213 2.654
C -1.694 2.910 2.229
H -0.952 3.691 2.149
H -3.233 4.232 2.905
H -4.930 2.451 3.082
H -4.338 0.128 2.501
H -2.051 -0.411 1.754
H 0.728 2.079 1.563
H 0.403 0.374 1.951
C 0.766 0.739 -2.257
N 1.061 -0.692 -2.246
S -0.087 -1.730 -1.687
O -0.051 -2.945 -2.445
O -1.347 -1.037 -1.563
C 0.454 -2.085 -0.011
C 1.748 -1.825 0.397
C 2.117 -2.082 1.707
C 1.178 -2.602 2.589
C -0.121 -2.869 2.178
C -0.478 -2.606 0.867
H -1.479 -2.795 0.510
H -0.837 -3.273 2.876
Cl 1.630 -2.911 4.223
H 3.120 -1.877 2.045
H 2.457 -1.408 -0.299
C 1.965 -1.053 -3.326
C 1.941 0.152 -4.264
H 1.099 0.074 -4.953
H 2.860 0.247 -4.837
C 1.724 1.316 -3.297
H 2.654 1.586 -2.795
H 1.314 2.201 -3.779
H 2.971 -1.207 -2.917
H 1.621 -1.981 -3.783
H -0.285 0.892 -2.532
*
```



No. 3
DFT (the ωB97M-V functional and the def2-TZVPD basis) results for a cluster of 10 separate species, C2H24N2O10 in total at a distorted geometry.

Values from the calculation:
**E_LUMO**: 0.23 eV
**SMILES**: CNC(N)=O.O.O.O.O.O.O.O.O.O
**E_HOMO**: -9.934 eV
**ΔE to the lowest compared entry with this formula, charge and spin**: 130.97 kJ/mol

```
! RIJCOSX wB97M-V def2-TZVPD def2/J DEFGRID3
* xyz 0 1
C -0.175 2.306 0.006
N -0.750 1.017 0.320
C -0.260 0.297 1.372
N -0.965 -0.806 1.715
O 0.521 0.851 2.167
H 0.879 2.206 -0.280
H -0.217 2.960 0.873
H -0.643 2.760 -0.863
H -1.235 0.507 -0.406
H -1.552 -1.213 1.007
H -0.655 -1.496 2.368
H -2.776 -1.933 -1.100
H -3.422 -0.659 -0.368
O -2.712 -0.985 -0.962
H 2.011 -1.250 -3.406
H 1.037 -1.409 -4.583
O 1.621 -0.782 -4.158
H 0.213 2.572 3.550
H -1.213 2.561 3.114
O -0.538 3.160 3.438
H -0.576 -1.814 -1.103
H 0.376 -2.837 -0.669
O -0.492 -2.501 -0.417
H 2.353 -1.843 -0.800
H 3.146 -3.026 -1.056
O 2.257 -2.719 -1.248
H -3.194 0.003 1.449
H -4.076 1.129 0.949
O -4.073 0.193 1.096
H 3.799 1.419 2.163
H 2.328 0.766 2.460
O 3.282 0.633 2.326
H 2.442 0.370 -0.389
H 3.193 -0.142 0.816
O 2.964 -0.385 -0.108
H -0.335 0.053 -3.620
H -1.733 0.179 -2.837
O -0.829 -0.142 -2.816
*
```



No. 4
DFT (the ωB97M-V functional and the def2-TZVPD basis) results for a structure of composition C48H47F5KN2O2PSi2 at a distorted geometry.

Values from the calculation:
**E_LUMO**: 3.72 eV
**E_HOMO**: -1.279 eV

```
! RIJCOSX wB97M-V def2-TZVPD def2/J DEFGRID3
* xyz -2 1
K 12.262 9.704 13.429
C 8.008 6.253 12.209
Si 9.261 6.819 13.481
C 10.971 6.626 12.758
C 9.391 5.294 14.692
C 8.777 8.360 14.262
C 8.747 9.429 13.356
C 8.584 10.823 13.665
C 8.534 11.788 12.648
C 8.828 11.430 11.324
C 9.108 10.075 11.130
N 8.965 9.158 12.035
Si 8.173 8.574 16.008
C 9.456 9.569 17.030
C 7.824 7.067 17.107
C 6.515 9.465 15.956
H 7.444 7.021 11.652
H 7.391 5.629 12.794
H 8.514 5.676 11.517
H 11.287 7.282 11.946
H 10.883 5.558 12.440
H 11.688 6.699 13.590
H 9.536 4.387 14.092
H 8.446 5.003 15.184
H 10.335 5.400 15.421
H 8.307 11.220 14.653
H 8.594 12.820 12.887
H 9.146 12.093 10.524
H 9.173 9.562 10.233
H 9.021 9.775 18.072
H 9.617 10.466 16.507
H 10.365 9.008 17.087
H 8.766 6.450 17.207
H 7.050 6.513 16.564
H 7.494 7.339 18.103
H 5.717 8.733 15.746
H 6.651 10.198 15.123
H 6.220 10.123 16.801
O 14.464 10.897 12.913
P 15.594 11.821 12.853
C 15.379 13.413 13.542
C 14.311 13.473 14.473
C 14.108 14.695 15.104
C 14.905 15.780 14.868
C 15.949 15.698 13.923
C 16.145 14.541 13.278
C 17.086 11.225 13.698
C 17.301 9.867 13.681
C 18.388 9.344 14.299
C 19.368 10.163 14.791
C 19.213 11.502 14.715
C 18.093 12.074 14.176
C 16.014 12.120 11.116
C 17.370 12.162 10.814
C 17.782 12.375 9.523
C 16.763 12.680 8.543
C 15.421 12.594 8.850
C 15.057 12.200 10.139
H 13.757 12.587 14.683
H 13.212 14.772 15.688
H 14.657 16.733 15.275
H 16.461 16.597 13.719
H 16.824 14.576 12.441
H 16.591 9.240 13.221
H 18.530 8.300 14.420
H 20.250 9.704 15.276
H 20.001 12.110 15.216
H 18.012 13.142 14.141
H 18.136 12.034 11.577
H 18.883 12.462 9.276
H 17.151 12.942 7.583
H 14.649 12.607 8.069
H 14.057 12.050 10.440
C 11.954 14.659 18.283
C 11.272 14.225 17.140
C 11.593 13.059 16.470
C 12.661 12.266 16.963
C 13.326 12.655 18.179
C 13.029 13.908 18.699
N 12.860 11.117 16.253
C 13.917 10.285 16.440
C 13.821 8.886 16.409
C 14.910 8.077 16.760
C 16.115 8.654 17.165
C 16.344 10.023 16.934
C 15.178 10.824 16.622
H 11.697 15.680 18.587
H 10.479 14.779 16.705
H 11.037 12.685 15.634
H 14.199 12.117 18.551
H 13.601 14.190 19.518
H 12.903 8.408 16.100
H 14.706 7.011 16.710
H 16.871 7.960 17.543
H 17.313 10.388 17.072
H 15.396 11.864 16.363
F 15.846 7.269 7.618
C 15.118 8.178 8.332
C 15.224 8.141 9.715
F 16.185 7.498 10.303
C 14.176 8.738 10.377
F 14.178 8.625 11.700
C 13.029 9.351 9.861
O 12.112 9.859 10.585
C 13.027 9.357 8.416
F 11.982 9.874 7.717
C 14.034 8.788 7.645
F 14.020 8.755 6.296
*
```



No. 5
DFT (the ωB97M-V functional and the def2-TZVPD basis) results for a cluster of 2 separate species, C3H7N in total.

Values from the calculation:
**E_LUMO**: 1.18 eV
**SMILES**: C=C.C=N
**E_HOMO**: -10.190 eV
**ΔE to the lowest compared entry with this formula, charge and spin**: 136.43 kJ/mol

```
! RIJCOSX wB97M-V def2-TZVPD def2/J DEFGRID3
* xyz 0 1
C 1.710 -1.143 0.636
C 2.616 -0.777 -0.257
H 0.876 -1.749 0.360
H 1.730 -0.804 1.662
H 2.553 -1.059 -1.295
H 3.411 -0.109 0.057
C -2.951 1.224 -0.282
N -1.987 0.419 -0.390
H -2.874 2.234 0.132
H -3.950 0.931 -0.604
H -1.133 0.831 -0.019
*
```



No. 6
DFT (the ωB97M-V functional and the def2-TZVPD basis) results for a structure of composition H3NP2S at a distorted geometry.

Values from the calculation:
**E_LUMO**: -0.07 eV
**E_HOMO**: -8.139 eV
**ΔE to the lowest compared entry with this formula, charge and spin**: 58.89 kJ/mol

```
! RIJCOSX wB97M-V def2-TZVPD def2/J DEFGRID3
* xyz 0 1
N 0.185 0.773 -0.331
P 0.734 -0.812 -0.843
P -0.625 0.540 1.191
S -0.189 -1.561 0.937
H -0.267 1.363 -1.019
H -0.358 -1.125 -1.902
H 0.519 0.822 1.966
*
```



No. 7
DFT (the ωB97M-V functional and the def2-TZVPD basis) results for a structure of composition C14H20N8O3STc.

Values from the calculation:
**E_LUMO (alpha / beta)**: -8.69 / -8.09 eV
**E_HOMO (alpha / beta)**: -15.019 / -14.840 eV
**ΔE to the lowest compared entry with this formula, charge and spin**: 0.00 kJ/mol

```
! RIJCOSX wB97M-V def2-TZVPD def2/J DEFGRID3
* xyz 2 2
Tc -1.103 -0.148 0.244
C -1.356 4.191 0.038
C -1.143 2.744 -0.207
N -1.299 1.823 0.678
N -1.864 2.090 1.909
C -2.842 1.270 2.133
N -3.578 1.332 3.237
S -3.261 -0.023 0.945
C -0.901 2.197 -1.554
C -0.623 2.963 -2.669
C -0.528 2.335 -3.908
C -0.715 0.967 -3.993
C -0.982 0.256 -2.833
N -1.090 0.855 -1.649
H -1.628 4.367 1.073
H -2.139 4.572 -0.620
H -0.438 4.738 -0.188
H -3.387 2.049 3.921
H -4.328 0.686 3.409
H -0.489 4.031 -2.579
H -0.315 2.917 -4.794
H -0.653 0.446 -4.937
H -1.111 -0.819 -2.845
C -1.118 -4.272 0.979
C -0.297 -3.080 0.522
C 0.921 -3.485 -0.283
O -1.146 -2.226 -0.354
C 0.111 -2.224 1.744
O 0.788 -2.675 2.617
O -0.398 -0.982 1.787
H -1.387 -4.889 0.122
H -2.018 -3.958 1.515
H -0.525 -4.874 1.666
H 0.612 -4.136 -1.099
H 1.609 -4.030 0.363
H 1.433 -2.614 -0.689
H -2.041 -2.594 -0.323
N 5.473 0.439 0.395
C 4.197 0.129 0.587
N 3.841 -0.552 1.679
N 3.334 0.537 -0.355
C 2.101 0.211 -0.269
N 0.968 -0.061 -0.241
H 6.198 0.177 1.040
H 5.725 0.937 -0.442
H 4.517 -0.847 2.363
H 2.875 -0.770 1.865
*
```



No. 8
DFT (the ωB97M-V functional and the def2-TZVPD basis) results for a cluster of 7 separate species, C25H50O11 in total at a distorted geometry.

Values from the calculation:
**E_LUMO**: 0.25 eV
**SMILES**: CCOC(C)=O.CCOC(C)=O.CCOC(C)=O.CCOC(C)=O.CC(C)=O.CC(C)=O.CC(C)=O
**E_HOMO**: -9.735 eV
**ΔE to the lowest compared entry with this formula, charge and spin**: 892.21 kJ/mol

```
! RIJCOSX wB97M-V def2-TZVPD def2/J DEFGRID3
* xyz 0 1
O 59.064 16.192 37.826
C 60.131 16.161 38.295
O 60.586 15.010 39.059
C 59.696 13.876 39.186
C 59.832 13.067 40.406
C 61.100 17.224 38.233
H 59.777 13.281 38.168
H 58.703 14.187 39.150
H 59.538 13.549 41.292
H 60.851 12.855 40.489
H 59.360 11.966 40.401
H 60.647 18.282 38.139
H 61.648 17.350 37.234
H 61.789 17.246 39.059
O 54.571 17.521 35.911
C 53.942 17.154 36.922
O 54.390 16.831 38.057
C 55.826 16.966 38.227
C 56.162 16.540 39.661
C 52.434 16.969 36.881
H 56.347 17.904 38.022
H 56.447 16.207 37.615
H 57.278 16.442 40.009
H 55.685 15.421 39.827
H 55.578 17.204 40.397
H 52.309 15.843 36.964
H 52.268 17.192 35.749
H 51.874 17.561 37.672
O 58.547 11.797 36.514
C 57.421 12.081 36.908
O 56.789 11.440 37.826
C 57.453 10.272 38.466
C 56.828 10.131 39.855
C 56.634 13.272 36.571
H 58.519 10.294 38.269
H 57.312 9.256 37.746
H 55.681 10.170 39.760
H 57.133 10.998 40.528
H 57.091 9.431 40.518
H 57.393 14.196 36.566
H 55.813 13.630 37.175
H 56.237 13.097 35.617
O 57.257 17.704 32.166
C 57.756 16.749 32.730
O 58.998 16.212 32.342
C 59.660 16.792 31.159
C 61.028 16.161 30.849
C 57.280 16.144 33.982
H 59.863 17.835 31.198
H 58.886 16.471 30.390
H 61.442 16.709 30.201
H 61.119 14.999 30.740
H 61.731 16.378 31.738
H 57.996 16.095 35.007
H 57.013 15.059 33.642
H 56.446 16.685 34.210
C 52.876 11.023 37.417
C 53.091 12.529 37.556
O 52.882 13.449 36.486
C 53.621 13.120 38.906
H 53.898 10.798 36.957
H 52.073 10.860 36.733
H 52.476 10.469 38.414
H 53.690 14.170 38.725
H 54.676 12.833 39.218
H 52.910 12.967 39.632
C 54.724 7.105 36.901
C 54.454 6.426 38.204
O 53.849 7.045 39.220
C 55.019 4.996 38.136
H 53.682 7.284 36.342
H 55.498 6.911 36.196
H 55.132 8.036 37.224
H 55.972 5.035 38.368
H 55.170 4.498 37.238
H 54.341 4.536 38.816
C 60.008 7.674 36.453
C 59.231 7.115 37.730
O 58.025 6.626 37.529
C 59.851 7.257 39.005
H 59.684 8.707 36.180
H 59.866 7.230 35.453
H 61.126 7.186 36.525
H 59.342 6.956 39.843
H 60.084 8.320 39.248
H 60.774 6.702 39.266
*
```



No. 9
DFT (the ωB97M-V functional and the def2-TZVPD basis) results for a structure of composition C24H32GdIN2O4P2 at a distorted geometry.

Values from the calculation:
**E_LUMO (alpha / beta)**: -6.02 / -9.84 eV
**E_HOMO (alpha / beta)**: -14.186 / -13.715 eV
**ΔE to the lowest compared entry with this formula, charge and spin**: 543.08 kJ/mol

```
! RIJCOSX wB97M-V def2-TZVPD def2/J DEFGRID3
* xyz 2 8
C 4.074 2.423 -3.156
C 3.335 1.148 -3.044
H 4.713 2.462 -4.076
H 4.721 2.544 -2.261
H 3.346 3.262 -3.191
O 3.361 0.224 -3.801
I 0.750 1.092 2.254
Gd 1.480 1.020 -0.608
P -0.035 1.980 -2.577
C -1.133 0.797 -3.367
C -0.978 3.067 -1.418
H -1.550 3.827 -1.971
H -0.407 3.596 -4.318
H -0.290 3.577 -0.723
H 1.099 3.974 -3.384
H -1.538 0.114 -2.643
H -1.643 2.419 -0.790
C 0.497 3.165 -3.844
H -1.928 1.284 -3.939
H 1.115 2.646 -4.601
H -0.553 0.217 -4.098
P 3.896 -0.021 0.142
C 3.886 -1.830 0.138
C 5.555 0.492 -0.359
H 3.543 1.460 1.996
H 4.832 0.319 2.481
H 3.116 -0.205 2.431
C 3.883 0.415 1.935
H 5.644 1.588 -0.288
H 6.321 0.052 0.302
H 4.674 -2.238 0.781
H 4.038 -2.201 -0.882
H 5.770 0.194 -1.395
H 2.918 -2.212 0.488
C 1.729 -1.053 -2.109
O 1.815 -1.779 -3.010
O 0.577 -2.338 -0.853
C -0.457 -1.699 -0.632
N -1.718 -2.159 -0.291
C -2.301 -1.238 0.685
C -1.624 0.019 0.207
O -2.202 1.107 0.273
N -0.459 -0.296 -0.427
C -3.854 -1.132 0.773
C -4.588 0.010 0.401
C -5.762 0.294 1.114
C -6.258 -0.622 2.032
C -5.654 -1.869 2.181
C -4.492 -2.165 1.478
C -1.706 -1.555 2.070
C -2.324 -0.909 3.138
C -1.817 -1.117 4.409
C -0.604 -1.782 4.580
C 0.071 -2.303 3.487
C -0.506 -2.273 2.229
H -1.983 -3.147 -0.299
H -4.257 0.696 -0.386
H -6.248 1.249 0.945
H -7.128 -0.374 2.622
H -6.034 -2.614 2.863
H -3.974 -3.125 1.573
H -3.209 -0.296 2.940
H -2.400 -0.742 5.234
H -0.188 -1.894 5.583
H 1.038 -2.770 3.573
H 0.007 -2.773 1.402
*
```



no.,DFT total energy (eV)
1,-129966.070
2,-51455.304
3,-25920.666
4,-112572.056
5,-4712.743
6,-30951.168
7,-45927.085
8,-49248.139
9,-84071.507